No. 1
Density functional theory data (wB97M-V/def2-TZVPD) for C37H69InN3O6S2 as an isolated structure at a distorted geometry.

Geometry as XYZ:
```
118
Properties=species:S:1:pos:R:3
N 3.580 -1.622 -2.150
C 2.596 -1.157 -3.196
C 1.461 -2.259 -3.523
C -0.042 -1.779 -3.201
C -0.754 -2.830 -2.199
C -2.379 -2.649 -2.269
In -2.859 -0.748 -1.122
C -3.836 -1.119 0.902
C -4.490 -2.582 1.064
C -3.248 -3.615 1.302
C -3.878 -5.093 1.308
N -4.466 -5.457 -0.036
C -4.187 0.708 -2.232
C -3.820 2.266 -2.039
C -3.213 2.632 -0.577
S -1.395 2.919 -0.830
C -0.468 2.752 0.774
S -1.145 3.469 2.126
N 0.820 2.022 0.709
C 1.931 2.750 1.358
C 2.150 2.630 2.894
C 3.339 3.428 3.507
C 4.234 4.297 2.550
C 3.997 4.448 1.015
C 2.810 3.651 0.409
C 0.712 0.620 1.154
C 1.753 -0.407 0.561
C 1.764 -1.908 0.990
C 0.735 -2.497 2.014
C -0.289 -1.461 2.603
C -0.296 0.055 2.180
H 4.447 -1.981 -2.578
H 3.176 -2.375 -1.578
H 3.218 -0.969 -4.153
H 2.067 -0.190 -2.895
H 1.667 -3.199 -2.903
H 1.509 -2.460 -4.657
H -0.681 -1.687 -4.146
H -0.004 -0.724 -2.729
H -0.459 -2.479 -1.133
H -0.418 -3.912 -2.347
H -2.632 -2.544 -3.395
H -2.846 -3.589 -1.815
H -1.269 0.040 -0.763
H -4.699 -0.350 0.997
H -3.078 -0.845 1.724
H -5.066 -2.802 0.100
H -5.201 -2.544 1.962
H -2.465 -3.429 0.490
H -2.803 -3.295 2.323
H -3.043 -5.810 1.641
H -4.754 -5.067 2.065
H -3.816 -6.182 -0.396
H -4.376 -4.677 -0.704
H -5.262 0.572 -1.836
H -4.092 0.478 -3.356
H -3.003 2.522 -2.812
H -4.712 2.958 -2.302
H -3.456 1.862 0.230
H -3.740 3.613 -0.255
H 1.431 1.963 3.469
H 3.506 3.310 4.632
H 5.129 4.863 3.005
H 4.683 5.095 0.358
H 2.594 3.714 -0.720
H 2.538 -0.034 -0.173
H 2.573 -2.581 0.530
H 0.741 -3.596 2.350
H -1.026 -1.893 3.371
H -1.060 0.730 2.683
C 2.629 10.298 5.291
O 3.819 9.790 4.703
C 4.653 9.129 5.653
C 4.513 7.613 5.553
O 3.212 7.186 5.949
C 2.373 6.902 4.834
H 1.939 10.562 4.487
H 2.145 9.565 5.939
H 2.859 11.203 5.864
H 4.439 9.478 6.669
H 5.686 9.404 5.415
H 5.224 7.150 6.246
H 4.751 7.261 4.544
H 2.658 5.943 4.393
H 2.428 7.683 4.072
H 1.344 6.838 5.189
C 5.013 1.166 -2.664
O 5.709 2.408 -2.651
C 6.541 2.550 -1.501
C 8.002 2.269 -1.838
O 8.201 0.900 -2.185
C 8.290 0.706 -3.589
H 4.602 1.017 -3.664
H 5.667 0.325 -2.428
H 4.185 1.201 -1.949
H 6.194 1.906 -0.687
H 6.450 3.589 -1.169
H 8.610 2.463 -0.947
H 8.357 2.930 -2.636
H 9.271 1.032 -3.947
H 7.505 1.244 -4.127
H 8.179 -0.361 -3.793
C -7.938 -9.648 -2.886
O -6.986 -8.661 -3.259
C -7.599 -7.411 -3.577
C -7.475 -6.423 -2.421
O -8.235 -6.849 -1.292
C -7.423 -7.454 -0.292
H -7.402 -10.480 -2.426
H -8.669 -9.264 -2.171
H -8.454 -10.017 -3.779
H -8.647 -7.552 -3.864
H -7.066 -7.007 -4.443
H -7.891 -5.460 -2.738
H -6.428 -6.262 -2.149
H -6.874 -6.681 0.253
H -6.719 -8.173 -0.717
H -8.077 -7.980 0.406
```

Summary:
**E**: -3052.82428 Eh
**Frontier orbital gap**: 6.28 eV
**Highest occupied orbital energy**: -4.60 eV
**Net charge**: -1
**Spin multiplicity**: 1

=====

No. 2
Density functional theory data (wB97M-V/def2-TZVPD) for C37H70As2N4OPRuS2 as an isolated structure at a distorted geometry.

Geometry as XYZ:
```
118
Properties=species:S:1:pos:R:3
Ru -0.552 -1.577 -0.301
C -5.013 2.407 -0.277
C -5.398 0.952 -0.018
N -4.411 0.236 0.765
C -3.241 -0.171 0.260
S -2.224 -1.249 1.246
N -2.830 0.157 -0.925
N -1.725 -0.357 -1.374
C -1.180 0.090 -2.546
C -1.824 1.241 -3.231
C -0.055 -0.615 -2.982
C 0.617 -0.441 -4.224
C 1.623 -1.291 -4.587
C 1.970 -2.360 -3.737
C 1.321 -2.464 -2.528
N 0.390 -1.607 -2.123
H -5.809 2.896 -0.830
H -4.101 2.456 -0.864
H -4.862 2.937 0.658
H -5.511 0.433 -0.975
H -6.340 0.904 0.530
H -4.589 0.059 1.741
H -1.926 2.079 -2.539
H -2.833 0.966 -3.541
H -1.256 1.564 -4.095
H 0.305 0.352 -4.882
H 2.140 -1.168 -5.525
H 2.716 -3.084 -4.022
H 1.547 -3.278 -1.841
C 2.368 -2.046 3.543
C 0.910 -2.287 3.163
As 0.598 -3.023 1.332
C 2.239 -4.098 0.959
C 3.455 -3.300 0.501
C -0.571 -4.485 1.971
C -1.009 -5.475 0.903
H 2.424 -1.675 4.565
H 2.831 -1.311 2.884
H 2.936 -2.971 3.494
H 0.336 -1.358 3.228
H 0.464 -2.996 3.868
H 1.961 -4.824 0.185
H 2.469 -4.661 1.871
H 3.232 -2.711 -0.389
H 4.271 -3.978 0.263
H 3.803 -2.624 1.276
H -1.450 -4.001 2.416
H -0.035 -5.015 2.767
H -1.492 -4.939 0.077
H -1.715 -6.193 1.323
H -0.151 -6.028 0.519
C -3.949 -5.261 -4.052
As -3.061 -5.253 -2.330
C -1.832 -6.775 -2.309
C -4.462 -5.574 -1.013
S -2.100 -3.355 -2.134
H -4.487 -6.199 -4.179
H -3.218 -5.149 -4.856
H -4.656 -4.430 -4.093
H -2.253 -7.564 -2.932
H -1.703 -7.154 -1.296
H -0.862 -6.477 -2.713
H -4.919 -6.541 -1.212
H -5.217 -4.792 -1.114
H -4.065 -5.561 0.001
O 0.237 0.717 0.194
P 1.087 1.834 0.726
C 0.276 3.424 0.192
C -1.226 3.364 0.458
C -1.942 4.507 -0.276
C -1.100 5.790 -0.298
C -0.154 5.818 0.895
C 0.895 4.712 0.740
C 1.338 1.400 2.525
C 2.550 1.907 3.306
C 2.330 3.214 4.063
C 1.058 3.160 4.900
C -0.134 2.858 3.998
C 0.046 1.496 3.339
C 2.770 1.674 -0.063
C 3.677 2.910 -0.092
C 3.691 3.576 -1.465
C 4.259 2.630 -2.528
C 3.856 1.173 -2.265
C 2.561 1.100 -1.464
H 0.417 3.381 -0.898
H -1.415 3.446 1.527
H -1.617 2.398 0.131
H -2.890 4.699 0.229
H -2.177 4.212 -1.301
H -1.752 6.663 -0.279
H -0.512 5.847 -1.216
H -0.727 5.685 1.814
H 0.352 6.781 0.964
H 1.368 4.533 1.706
H 1.665 5.064 0.053
H 1.507 0.329 2.319
H 3.416 2.004 2.646
H 2.785 1.131 4.043
H 2.267 4.054 3.368
H 3.194 3.390 4.703
H 0.910 4.113 5.407
H 1.148 2.383 5.663
H -0.210 3.642 3.243
H -1.058 2.853 4.578
H -0.807 1.250 2.695
H 0.090 0.743 4.132
H 3.245 0.899 0.555
H 4.699 2.598 0.138
H 3.380 3.628 0.672
H 4.301 4.478 -1.419
H 2.681 3.881 -1.745
H 5.346 2.701 -2.542
H 3.903 2.947 -3.510
H 4.642 0.659 -1.706
H 3.729 0.645 -3.212
H 2.226 0.061 -1.371
H 1.779 1.654 -1.990
```

Summary:
**E**: -7449.86008 Eh
**Frontier orbital gap (alpha / beta)**: 6.37 / 6.03 eV
**Highest occupied orbital energy (alpha / beta)**: -13.01 / -13.04 eV
**Net charge**: +2
**Relative energy (zero: lowest compared OMol25 entry of this formula, charge and spin)**: 209.3 kJ/mol
**Spin multiplicity**: 2